DFT (ωB97M-V/def2-TZVPD) results for a structure of composition C19H25N2OS3W.

Positions of all 51 atoms, in Å:
W 6.8226 8.2097 8.7414
C 7.9119 6.6371 10.0599
C 8.2869 7.5776 11.0646
C 7.1179 8.0677 11.6920
C 5.9829 7.5085 11.0221
C 6.4417 6.5892 9.9996
C 5.7280 5.3990 9.4547
C 4.5783 7.7321 11.5015
C 7.0912 8.9281 12.8979
C 9.6757 7.9636 11.4955
C 8.8465 5.5804 9.5698
H 6.1138 4.5339 9.9918
H 5.9315 5.2141 8.3969
H 4.6547 5.4485 9.5975
H 4.4218 7.1681 12.4253
H 3.7936 7.4599 10.7848
H 4.4692 8.7900 11.7184
H 7.4464 9.9293 12.6693
H 7.7219 8.4950 13.6699
H 6.0680 9.0664 13.2803
H 9.9097 7.4250 12.3979
H 9.7512 9.0197 11.7955
H 10.4786 7.7524 10.7622
H 9.2069 5.0466 10.4513
H 9.7486 5.9733 9.0923
H 8.3859 4.8713 8.8749
S 8.8596 9.4420 5.4902
C 8.5958 8.6956 6.9462
S 7.5498 7.1525 6.8535
S 8.8616 9.4839 8.5494
C 3.9526 13.4515 11.6037
C 5.0188 12.6200 10.9202
O 5.7909 11.9672 11.6647
N 4.9978 12.5229 9.5434
C 6.0631 11.8168 8.8340
C 5.5386 10.7454 7.9277
C 5.3188 10.9615 6.5702
C 4.7439 9.9520 5.7664
C 4.1729 8.8224 6.4328
C 4.4062 8.6370 7.7736
N 5.3356 9.4667 8.4364
H 4.4503 13.9147 12.4613
H 3.1469 12.8124 11.9277
H 3.5308 14.2337 10.9896
H 4.4043 13.1723 9.0299
H 6.6365 11.4287 9.6893
H 6.7256 12.5366 8.3192
H 5.5580 11.9401 6.1281
H 4.7769 10.0282 4.6847
H 3.4475 8.1822 5.9143
H 3.8799 7.8703 8.3451

net charge: +1
LUMO (spin up / spin down): -4.50 / -4.48 eV
HOMO level (spin up / spin down): -9.93 / -11.06 eV
ΔE to the lowest compared entry with this formula, charge and spin: 0.000 eV
multiplicity: 3
strongest force on any atom: 2.99 eV/Å
gap between HOMO and LUMO (spin up / spin down): 0.200 / 0.242 Ha

natural (NBO) population analysis, charges in e, atoms 1 to 2:
1 W 1.15
2 C -0.14



DFT (ωB97M-V/def2-TZVPD) results for an isolated molecule of C19H25N3O.

Positions of all 48 atoms, in Å:
C -6.3491 -0.4787 -0.0947
C -5.4393 0.7074 -0.3854
C -4.0161 0.2528 -0.7191
N -3.4329 -0.4933 0.3860
C -2.4635 -1.4921 -0.0059
C -1.1191 -0.9011 -0.4515
C -0.5382 -0.0493 0.6798
N 0.7251 0.5653 0.2954
C 0.8578 1.4061 -0.7585
O -0.0635 1.8752 -1.3959
N 2.1608 1.7606 -1.0758
C 3.3481 1.3528 -0.4536
C 4.2123 2.2961 0.0535
C 5.3959 1.9166 0.6965
C 5.7125 0.5949 0.8404
C 4.8801 -0.4031 0.2931
C 5.2101 -1.7723 0.3837
C 4.4281 -2.7252 -0.2050
C 3.2887 -2.3494 -0.9321
C 2.9281 -1.0340 -1.0225
C 3.6929 -0.0286 -0.3911
C -1.5626 1.0062 1.1006
C -2.8980 0.3331 1.4488
H -7.3399 -0.1416 0.2009
H -5.9237 -1.0747 0.7079
H -6.4472 -1.1082 -0.9762
H -5.8277 1.2782 -1.2315
H -5.4224 1.3711 0.4804
H -3.4134 1.1262 -1.0061
H -4.0644 -0.4145 -1.5829
H -2.8895 -2.1004 -0.8069
H -2.2973 -2.1438 0.8602
H -0.4248 -1.7033 -0.7111
H -1.2651 -0.2678 -1.3271
H -0.3167 -0.6964 1.5373
H 1.5642 0.2267 0.7352
H 2.2080 2.6147 -1.6137
H 3.9646 3.3441 -0.0354
H 6.0466 2.6819 1.0926
H 6.6125 0.2957 1.3569
H 6.1046 -2.0508 0.9223
H 4.6913 -3.7701 -0.1320
H 2.7006 -3.1079 -1.4275
H 2.0629 -0.7473 -1.6009
H -1.1924 1.5629 1.9633
H -1.6963 1.7046 0.2751
H -3.6353 1.0935 1.7092
H -2.7573 -0.3128 2.3232

LUMO: 0.30 eV
HOMO level: -8.08 eV
ΔE to the lowest compared entry with this formula, charge and spin: 0.152 eV
strongest force on any atom: 0.56 eV/Å
gap between HOMO and LUMO: 0.308 Ha

natural (NBO) population analysis, charges in e, atoms 1 to 2:
1 C -0.61
2 C -0.40



DFT (ωB97M-V/def2-TZVPD) results for an isolated molecule of C19H25N3O4.

Positions of all 51 atoms, in Å:
C 3.8467 -3.6770 -5.1146
C 5.1982 -3.2048 -4.5912
C 5.4360 -3.5579 -3.1216
C 4.3821 -3.0174 -2.1555
C 4.2827 -1.4914 -2.1784
N 3.3232 -1.0111 -1.2100
C 2.1123 -0.5336 -1.5678
O 1.7670 -0.3877 -2.7241
C 1.2219 -0.1489 -0.4247
C 1.2046 -0.8412 0.7895
C 0.3444 -0.4503 1.7915
C -0.5103 0.6357 1.6061
C -1.4183 1.0562 2.6785
O -1.4766 0.5211 3.7638
N -2.2302 2.1426 2.3755
C -3.1431 2.5980 3.4114
C -4.3732 1.6777 3.5730
C -5.1800 1.5350 2.2805
C -6.0303 2.8052 2.3033
C -6.1948 3.0791 3.8068
O -5.2716 2.2472 4.4994
C -2.2445 2.8289 1.1738
O -2.9708 3.7713 0.9563
N -1.3675 2.3739 0.2217
C -0.5064 1.3175 0.3852
C 0.3588 0.9155 -0.6276
H 3.7893 -3.5271 -6.1901
H 3.7067 -4.7363 -4.9092
H 3.0326 -3.1222 -4.6560
H 5.2852 -2.1264 -4.7320
H 5.9909 -3.6734 -5.1796
H 5.4614 -4.6457 -3.0220
H 6.4169 -3.1773 -2.8254
H 3.4051 -3.4380 -2.3964
H 4.6416 -3.3401 -1.1428
H 3.9299 -1.1467 -3.1515
H 5.2603 -1.0455 -1.9694
H 3.5503 -1.1167 -0.2346
H 1.8386 -1.7022 0.9391
H 0.3061 -0.9679 2.7377
H -2.6050 2.6179 4.3616
H -3.4670 3.6043 3.1460
H -4.0442 0.7182 3.9824
H -4.5568 1.4608 1.3927
H -5.8100 0.6471 2.3454
H -6.9894 2.6725 1.8081
H -5.4955 3.6187 1.8141
H -7.1952 2.8180 4.1664
H -6.0026 4.1296 4.0536
H -1.3766 2.8733 -0.6580
H 0.3667 1.4215 -1.5813

LUMO: -0.14 eV
HOMO level: -9.19 eV
ΔE to the lowest compared entry with this formula, charge and spin: 0.043 eV
strongest force on any atom: 0.69 eV/Å
gap between HOMO and LUMO: 0.332 Ha

natural (NBO) population analysis, charges in e, atoms 1 to 2:
1 C -0.61
2 C -0.40



DFT (ωB97M-V/def2-TZVPD) results for a structure of composition C19H25N3OsSSi.

Positions of all 50 atoms, in Å:
C 0.6975 1.8469 0.2069
C 0.8894 2.4746 -1.0545
C -0.3405 2.4003 -1.7838
H 1.7959 2.9731 -1.3824
C -1.3039 1.7185 -0.9770
C -0.6514 1.3718 0.2550
H -1.1238 0.9782 1.1480
H 1.4257 1.8042 1.0190
H -0.5141 2.8305 -2.7577
H -2.3451 1.5472 -1.2348
Os 0.2780 0.4509 -1.4519
C -1.4023 -4.1683 -2.4294
H -2.2140 -3.4726 -2.7007
H -1.8564 -4.9951 -1.8470
H -0.7300 -3.6622 -1.7497
Si 0.5516 0.2031 -3.7367
C 1.8182 -0.5310 -4.9406
C 2.8574 0.2167 -5.5512
H 3.1173 1.2064 -5.1718
C 3.5578 -0.2715 -6.6687
H 4.3734 0.3097 -7.1188
C 3.2711 -1.5474 -7.1735
H 3.8794 -1.9694 -7.9841
C 2.2616 -2.3047 -6.5648
H 2.0564 -3.3183 -6.9082
C 1.5292 -1.7886 -5.4936
H 0.6830 -2.3550 -5.1273
C -0.8303 0.5742 -5.0002
C -0.5932 0.7462 -6.3876
H 0.4291 0.8349 -6.7520
C -1.6620 0.8911 -7.2848
H -1.4917 0.9535 -8.3628
C -2.9701 1.0186 -6.7940
H -3.8115 1.1305 -7.4853
C -3.1851 1.0521 -5.4046
H -4.1891 1.2551 -5.0242
C -2.1141 0.8950 -4.5110
H -2.2442 1.1002 -3.4441
H 1.2145 1.5324 -3.5384
H -0.9145 -4.5805 -3.2838
N -1.1769 -1.2864 -0.0051
N -0.4856 -1.5490 1.2124
C 0.8324 -1.3279 1.2320
N 1.4897 -1.5001 2.3900
S 1.6160 -1.0723 -0.2895
H -2.1462 -1.0368 0.2138
H -1.1668 -2.1394 -0.5645
H -1.0252 -1.6529 2.0715
H 2.4976 -1.3906 2.4342
H 0.9892 -1.6838 3.2575

net charge: +2
LUMO (spin up / spin down): -5.59 / -9.86 eV
HOMO level (spin up / spin down): -13.16 / -14.07 eV
ΔE to the lowest compared entry with this formula, charge and spin: 0.000 eV
multiplicity: 5
strongest force on any atom: 5.84 eV/Å
gap between HOMO and LUMO (spin up / spin down): 0.278 / 0.155 Ha

Löwdin population analysis, charges in e, atoms 1 to 2:
1 C -0.19
2 C -0.20